Record 1
{"formula": "C28H31Cl9F4O2", "method": "the ωB97M-V functional and the def2-TZVPD basis", "elements": ["C", "Cl", "H", "Cl", "H", "O", "H", "H", "H", "Cl", "H", "C", "C", "C", "H", "C", "H", "H", "H", "C", "H", "H", "F", "C", "F", "H", "H", "C", "Cl", "C", "Cl", "C", "C", "C", "H", "C", "C", "C", "C", "H", "C", "C", "H", "H", "H", "H", "O", "H", "F", "H", "C", "C", "H", "H", "C", "C", "F", "H", "H", "H", "Cl", "Cl", "C", "C", "C", "Cl", "H", "C", "Cl", "H", "C", "C", "H", "H"], "xyz": [[-6.69091, 2.81812, 0.40765], [6.13747, -9.91792, -3.14892], [3.72540, -5.19663, -1.75537], [1.50263, -4.94828, -2.46599], [0.90110, 4.37721, 4.09930], [-1.11954, -1.34818, 1.68084], [-1.70302, 5.35229, 2.79955], [-5.23604, 0.54990, 1.98097], [0.89019, -2.00206, -5.71916], [-4.78092, 1.68269, 4.68372], [-1.76059, 4.65806, 5.49886], [0.14016, 1.51659, 0.11114], [-1.55835, 3.25114, 2.94341], [3.24895, -4.79075, -2.63965], [-6.98264, 2.10579, -0.35514], [0.28883, 6.45086, 4.04866], [5.20156, -7.92048, -3.96489], [-5.81138, -0.59727, 3.18422], [-0.42083, 5.52562, 6.18297], [-0.02235, 4.94845, 4.14151], [-0.06880, -0.02348, -4.30347], [-7.32504, 2.71880, 1.28105], [2.07766, -1.81713, -2.64221], [1.37752, -2.42315, -4.84202], [-6.68329, -1.52714, 1.05858], [6.10323, -8.80108, -5.21795], [3.49080, -3.74014, -2.74852], [1.51078, -1.31437, -3.80574], [3.85416, -5.66202, -4.05933], [-5.34635, -1.45576, 1.29914], [-5.02070, 2.47857, 0.88749], [6.10061, -8.48415, -4.18173], [-2.72439, 3.03844, 3.67663], [0.16985, 2.27335, 1.39759], [2.16653, -0.54609, -4.21783], [-1.12118, -0.18626, 1.36965], [-1.71520, 0.90267, 2.21594], [-2.89027, 0.71684, 2.95336], [-0.67801, 4.69768, 5.52197], [-0.61708, 7.00778, 4.29447], [-0.50702, -0.46625, -1.06819], [0.09306, 0.04384, -2.21248], [-3.77656, -0.86768, 4.02278], [-0.64936, -1.49860, -3.56438], [1.14379, 1.71967, -3.09147], [-3.12044, -1.39155, 2.48708], [1.14982, 2.89320, 1.72832], [1.09004, 6.75031, 4.71884], [-4.97594, -2.70030, 1.61487], [0.72291, -3.18296, -4.41863], [-0.49152, 0.27925, 0.10522], [9.64909, -4.09558, -4.68212], [1.19245, 3.02804, -0.99850], [9.49275, -5.01399, -5.23587], [-1.07069, 2.15629, 2.22542], [-3.35620, 1.80630, 3.68942], [-4.77938, -1.10734, 0.13686], [-0.27352, 4.69604, 2.05469], [-0.97304, -1.44200, -1.07941], [2.35431, -2.82665, -5.09588], [8.08457, -3.51922, -4.09763], [7.50243, -7.44270, -3.90084], [-5.09063, -0.45949, 2.38601], [-0.90766, 4.61526, 2.93273], [0.12873, -0.74013, -3.50270], [10.43235, -2.92038, -5.74498], [10.29236, -4.27375, -3.82877], [0.69542, 1.30568, -2.19784], [-6.86996, 4.45091, -0.24030], [0.52204, 6.71795, 3.01661], [-3.64951, -0.58833, 2.97796], [0.72900, 2.05321, -1.02731], [-3.15277, 3.83937, 4.25782], [-0.24144, 3.81303, 5.98190]], "energy_ha": -5777.2642, "total_charge": 0, "homo_ev": -9.34, "orbital_gap_ha": 0.3166, "lumo_energy_ev": -0.7210}

***

Record 2
{"formula": "C28H31N2O5", "method": "the ωB97M-V functional and the def2-TZVPD basis", "elements": ["H", "C", "C", "H", "H", "H", "H", "N", "H", "C", "H", "C", "H", "H", "H", "H", "H", "H", "C", "H", "C", "C", "C", "H", "H", "H", "H", "O", "H", "H", "H", "C", "H", "C", "C", "N", "C", "H", "C", "O", "H", "O", "H", "H", "C", "O", "C", "H", "C", "C", "H", "O", "C", "C", "H", "C", "C", "C", "C", "H", "H", "C", "C", "C", "C", "C"], "xyz": [[-4.07126, 1.09239, 1.75939], [-4.13722, -0.71106, -0.29417], [-1.89741, 2.64710, 0.94408], [-5.22431, 1.66263, 0.52417], [-7.83295, -1.41648, 1.48074], [8.05870, -2.76860, 0.66053], [0.67212, 1.61123, 0.89958], [-1.22773, 1.74457, -0.02029], [7.44832, -3.27068, -1.67135], [4.61208, 0.22982, 1.09334], [2.02492, 2.26633, -0.94307], [4.95437, 0.51225, 2.40216], [0.06401, 3.13302, -0.90816], [1.17222, -0.65346, 0.06877], [-3.81200, 3.49687, 1.38442], [-1.07078, 0.84289, -2.59356], [-0.42909, -0.78997, -0.64353], [1.08163, -0.23418, -2.41934], [-7.35192, -2.28309, 1.94491], [-1.55713, 3.04755, -1.62631], [5.36597, -0.70381, 0.35073], [-4.99858, -3.31331, -0.62655], [0.37121, -0.08507, -0.40425], [-1.97046, 1.08371, -0.33827], [-5.66973, -0.53365, 1.19703], [6.30088, 0.11484, 4.02106], [-4.41461, 3.55179, -0.87667], [2.75859, 1.70165, 1.06666], [-5.35539, -4.32326, -0.73862], [4.36685, 1.23369, 2.94979], [5.50979, -2.13355, -2.72082], [-3.39231, 2.81540, 0.62733], [7.63665, -1.52108, 2.75608], [3.90311, -0.33120, -1.62943], [6.87332, -2.55840, -1.10031], [3.22232, 0.60829, -0.85399], [-5.62848, -2.48934, 0.30924], [-3.47669, -3.46945, -2.10960], [2.17408, 1.35809, -1.52694], [-3.49314, 3.37650, -0.65588], [-6.70333, -1.95243, 2.76249], [3.53935, -0.54159, -2.76682], [-0.53116, 0.43938, 1.47437], [0.13201, 2.01028, -3.12445], [-0.73433, 2.45813, -1.22072], [-3.62149, 0.57584, -0.20039], [-5.18917, -1.17622, 0.47846], [-2.70801, -1.13751, -1.82763], [-0.23519, 1.46069, -2.25828], [-0.14114, 0.94810, 0.59064], [-8.11778, -2.94570, 2.34293], [-6.64300, -3.04971, 0.99897], [-3.95490, -2.83065, -1.38438], [0.87067, 0.56107, -1.69912], [2.54611, 1.62080, -2.52044], [7.21415, -2.27913, 0.19870], [5.78227, -1.92269, -1.69775], [3.47461, 0.90908, 0.47314], [5.03349, -1.00500, -0.98637], [-1.79591, 2.23853, 1.95046], [-1.41219, 3.62457, 0.91375], [6.47305, -1.34869, 0.95760], [6.04621, -0.12096, 2.99943], [6.79134, -1.03235, 2.29486], [-4.16239, 1.48323, 0.73728], [-3.51322, -1.52804, -1.22563]], "energy_ha": -1571.1346, "total_charge": 1, "relative_energy_kcal_mol": 0.0, "homo_ev": -10.89, "orbital_gap_ha": 0.2926, "lumo_energy_ev": -2.9318}